C52H88AsN3O6SSbTi as an isolated structure, computed with the ωB97M-V functional and the def2-TZVPD basis.

Each line ends with the Löwdin charge.
Geometry (Å):
Ti1 0.251 -0.510 -0.946  0.98
C1 -2.558 6.577 -2.272  -0.07
C2 -3.088 5.166 -2.018  -0.56
C3 -3.862 4.709 -3.263  -0.05
C4 -4.053 5.228 -0.826  -0.05
C5 -1.967 4.173 -1.719  -0.18
C6 -2.305 2.847 -1.413  0.02
C7 -1.314 1.941 -1.095  -0.20
N1 -1.447 0.566 -0.872  -0.07
C8 -2.633 -0.156 -1.016  -0.19
C9 -3.936 0.242 -0.756  0.01
C10 -5.003 -0.554 -1.178  -0.18
C11 -4.709 -1.688 -1.926  0.00
C12 -3.401 -2.140 -2.159  -0.08
C13 -2.375 -1.447 -1.515  -0.25
O1 -1.086 -1.825 -1.436  -0.20
C14 -3.101 -3.277 -3.140  -0.52
C15 -2.563 -4.513 -2.415  -0.05
C16 -2.052 -2.797 -4.156  -0.03
C17 -4.348 -3.689 -3.927  -0.07
C18 -6.460 -0.174 -0.912  -0.56
C19 -7.149 -1.300 -0.129  -0.05
C20 -7.195 0.037 -2.243  -0.05
C21 -6.579 1.114 -0.095  -0.07
C22 0.056 2.317 -1.081  -0.25
O2 0.885 1.319 -0.737  -0.21
C23 0.413 3.585 -1.521  -0.08
C24 -0.627 4.504 -1.776  0.01
C25 1.871 4.007 -1.750  -0.52
C26 2.508 4.372 -0.407  -0.05
C27 2.688 2.885 -2.407  -0.03
C28 1.967 5.230 -2.671  -0.07
H1 -3.397 7.259 -2.434  0.08
H2 -1.922 6.615 -3.158  0.08
H3 -1.981 6.947 -1.422  0.09
H4 -4.660 5.418 -3.501  0.08
H5 -4.315 3.728 -3.112  0.07
H6 -3.194 4.637 -4.124  0.09
H7 -4.861 5.938 -1.023  0.08
H8 -3.527 5.544 0.078  0.09
H9 -4.502 4.253 -0.628  0.06
H10 -3.328 2.513 -1.500  0.09
H11 -4.115 1.174 -0.240  0.08
H12 -5.526 -2.249 -2.359  0.09
H13 -1.584 -4.308 -1.989  0.04
H14 -2.462 -5.345 -3.118  0.09
H15 -3.231 -4.823 -1.608  0.09
H16 -1.147 -2.439 -3.668  0.07
H17 -2.451 -1.981 -4.762  0.09
H18 -1.784 -3.620 -4.824  0.09
H19 -5.097 -4.171 -3.294  0.08
H20 -4.056 -4.408 -4.696  0.08
H21 -4.813 -2.835 -4.423  0.09
H22 -7.109 -2.242 -0.677  0.08
H23 -8.200 -1.055 0.053  0.08
H24 -6.659 -1.454 0.834  0.09
H25 -7.250 -0.888 -2.819  0.08
H26 -6.678 0.781 -2.853  0.09
H27 -8.217 0.384 -2.066  0.08
H28 -6.061 1.029 0.863  0.08
H29 -7.632 1.321 0.111  0.08
H30 -6.171 1.973 -0.633  0.08
H31 -0.351 5.508 -2.055  0.08
H32 2.615 3.480 0.211  0.05
H33 1.894 5.098 0.132  0.09
H34 3.502 4.804 -0.556  0.08
H35 2.693 1.983 -1.800  0.07
H36 3.720 3.222 -2.545  0.08
H37 2.280 2.626 -3.387  0.10
H38 1.606 6.145 -2.194  0.08
H39 1.407 5.080 -3.596  0.09
H40 3.015 5.392 -2.931  0.08
O3 2.495 -0.807 -4.193  0.11
C29 1.991 -0.820 -3.102  -0.51
O4 0.775 -0.439 -2.798  -0.10
C30 2.757 -1.345 -1.829  -0.52
O5 3.893 -1.739 -1.865  0.10
O6 1.999 -1.308 -0.748  -0.25
C31 5.661 2.813 0.778  -0.13
C32 5.726 1.327 1.126  -0.71
C33 5.998 0.592 -0.193  -0.14
C34 6.885 1.110 2.094  -0.13
Sb1 3.715 0.591 1.731  1.64
C35 2.987 1.915 3.392  -0.70
C36 2.649 1.125 4.653  -0.13
C37 3.924 3.052 3.780  -0.13
C38 1.676 2.504 2.864  -0.15
C39 4.330 -1.278 2.772  -0.69
C40 5.130 -2.076 1.735  -0.14
C41 3.080 -2.109 3.068  -0.17
C42 5.149 -1.151 4.057  -0.12
H41 6.618 3.106 0.326  0.08
H42 5.504 3.454 1.643  0.05
H43 4.881 3.021 0.046  0.05
H44 6.935 0.969 -0.625  0.08
H45 5.204 0.765 -0.922  0.07
H46 6.092 -0.487 -0.086  0.05
H47 7.795 1.552 1.664  0.08
H48 7.096 0.057 2.275  0.05
H49 6.716 1.594 3.059  0.06
H50 3.537 0.794 5.187  0.06
H51 2.024 0.255 4.444  0.05
H52 2.081 1.776 5.333  0.08
H53 4.900 2.694 4.117  0.07
H54 3.478 3.624 4.606  0.08
H55 4.077 3.751 2.959  0.06
H56 0.983 1.721 2.549  0.03
H57 1.819 3.162 2.009  0.05
H58 1.197 3.093 3.659  0.08
H59 6.139 -1.688 1.597  0.06
H60 4.639 -2.104 0.757  0.06
H61 5.228 -3.110 2.089  0.08
H62 2.546 -2.375 2.153  0.01
H63 2.371 -1.609 3.729  0.04
H64 3.390 -3.042 3.560  0.08
H65 5.927 -0.390 4.018  0.05
H66 5.638 -2.113 4.262  0.08
H67 4.513 -0.937 4.915  0.05
C43 3.206 -5.862 0.848  -0.18
C44 1.716 -5.817 1.166  -0.46
As1 0.855 -4.210 0.407  1.23
C45 1.150 -4.608 -1.500  -0.43
C46 0.849 -6.020 -1.983  -0.17
C47 -1.004 -4.794 0.675  -0.45
C48 -1.373 -4.697 2.153  -0.18
H68 3.691 -6.732 1.296  0.06
H69 3.713 -4.969 1.220  0.05
H70 3.388 -5.903 -0.228  0.06
H71 1.572 -5.762 2.248  0.05
H72 1.203 -6.719 0.823  0.05
H73 2.195 -4.345 -1.683  0.06
H74 0.559 -3.873 -2.053  0.04
H75 1.372 -6.775 -1.394  0.05
H76 1.160 -6.149 -3.023  0.07
H77 -0.218 -6.242 -1.932  0.05
H78 -1.152 -5.809 0.297  0.06
H79 -1.637 -4.121 0.099  0.04
H80 -0.731 -5.319 2.781  0.05
H81 -2.405 -5.011 2.327  0.06
H82 -1.275 -3.664 2.497  0.03
C49 -1.012 -1.193 4.592  -0.03
N2 -1.603 -0.262 3.651  -0.12
C50 -2.649 0.602 3.932  -0.05
C51 -2.865 1.338 2.822  -0.06
N3 -1.949 0.918 1.887  0.11
C52 -1.176 -0.063 2.379  -0.67
S1 0.117 -0.887 1.649  0.72
H83 -1.803 -1.723 5.120  0.09
H84 -0.379 -0.662 5.303  0.09
H85 -0.404 -1.903 4.035  0.05
H86 -3.135 0.609 4.890  0.12
H87 -3.586 2.107 2.614  0.12
H88 -1.813 1.243 0.933  0.11

E_LUMO, eV: 2.07
Net charge: -1
E_HOMO, eV: -4.47
Molecular weight, g mol⁻¹: 1127.91
Energy above the lowest of the compared OMol25 structures with the same formula, charge and spin, kcal/mol: 8.3